# 1
ORCA calculation (ωB97M-V/def2-TZVPD) on the molecule C2H4N4O.

Structure (ORCA input):
```
! wB97M-V def2-TZVPD RIJCOSX def2/J DEFGRID3
* xyz 0 1
C -1.53 -0.69 0.35
N 1.47 1.04 0.13
C -0.13 -0.33 0.11
H -1.60 -0.70 1.44
N -2.30 0.44 -0.37
N 0.24 0.98 0.20
N 0.91 -1.10 -0.22
H -1.84 0.37 -1.22
O 1.88 -0.35 -0.17
H -1.73 -1.69 0.17
H -2.16 1.42 0.01
*
```

Summary:
Highest occupied orbital energy ... -0.361 Ha
Structure (SMILES) ... NCc1nnon1
Gap between HOMO and LUMO ... 10.11 eV
LUMO level ... 0.293 eV

# 2
ORCA calculation (ωB97M-V/def2-TZVPD) on a cluster of 8 separate species, C27H35NO23 in total.

Structure (ORCA input):
```
! wB97M-V def2-TZVPD RIJCOSX def2/J DEFGRID3
* xyz 0 1
O -3.41 -0.34 -0.25
O 0.30 2.94 -4.19
C -2.59 -2.80 -2.45
O 2.25 3.78 1.27
C -2.05 4.65 11.01
C -0.72 1.75 6.85
H -0.83 -1.83 -8.72
O 0.65 -4.91 -3.76
H 2.15 -6.12 -2.97
O 6.09 -1.48 1.53
C -3.53 -1.93 -3.26
O 7.14 -2.78 0.02
O 0.73 5.13 -4.31
O -2.28 -1.96 -1.33
H 4.64 -3.62 -1.81
H 0.00 2.26 -0.18
H -1.81 3.58 6.44
C -1.89 2.51 6.29
H 1.37 -0.45 -0.31
C -1.89 -1.68 -8.55
C 0.55 4.84 -2.92
N 0.32 2.73 0.66
C 0.49 -0.21 0.28
C -3.29 -1.07 -1.18
H 7.41 -3.67 -1.84
O 4.98 -2.30 -0.25
H -1.41 4.03 11.65
C 1.69 3.00 0.57
O -3.20 3.90 10.64
H 0.21 2.32 6.82
O -3.36 -0.86 -6.99
C 0.57 0.39 1.52
H 0.43 -7.71 -3.59
H -0.89 1.40 7.86
H -2.39 0.43 -8.31
H -1.08 1.78 1.94
H -0.45 5.15 -2.62
H -3.07 -3.71 -2.09
H 1.28 5.37 -2.31
C -2.19 -0.46 -7.71
O -1.83 3.83 8.87
O 2.46 2.34 -0.45
C 5.40 -2.93 -1.46
H -0.33 5.00 9.72
O -1.04 -6.30 -3.33
H 1.09 -0.14 2.31
H 1.09 -5.32 -1.79
H -4.28 -2.50 -3.79
H -0.51 -0.48 -0.06
H 6.50 -4.62 -0.65
C 0.00 1.81 1.76
O -1.09 0.39 3.75
H -1.70 -3.06 -3.00
H -2.33 5.55 11.55
C 0.73 3.34 -2.88
O -0.61 0.65 5.94
O -1.39 -4.47 -4.61
O -2.43 -2.74 -7.75
H 1.77 3.04 -2.75
H 0.45 2.15 2.69
O -4.12 -2.85 -6.27
H -1.79 5.87 9.22
C 6.67 -3.62 -1.04
H -0.05 -7.44 -1.91
O -1.83 2.18 4.89
C 1.12 -5.82 -2.76
H -2.84 2.16 6.69
C 3.87 0.70 0.81
C -3.38 -2.21 -6.94
C 0.44 4.01 -5.02
C 0.13 -6.96 -2.86
C -1.41 4.95 9.67
O -3.66 2.52 8.92
H 0.12 2.86 -2.12
O -4.13 -1.11 -2.24
C 3.32 1.52 0.13
H -3.00 -1.29 -3.96
H -2.41 -1.67 -9.51
C 6.07 -2.12 0.53
H -1.39 -0.24 -7.00
C -1.17 1.01 4.77
C -0.66 -5.16 -3.97
O 0.33 3.96 -6.20
H 5.56 -2.16 -2.21
H 4.33 -0.05 1.42
C -2.97 3.33 9.43
*
```

Summary:
Highest occupied orbital energy ... -0.276 Ha
Structure (SMILES) ... C#COC(=O)NCC=C.O=C1OCCO1.O=C1OCCO1.O=C1OCCO1.O=C1OCCO1.O=C1OCCO1.O=C1OCCO1.O=C1OCCO1
Gap between HOMO and LUMO ... 7.60 eV
LUMO level ... 0.099 eV

# 3
ORCA calculation (ωB97M-V/def2-TZVPD) on a structure of composition C4H10BrHfO2.

Structure (ORCA input):
```
! wB97M-V def2-TZVPD RIJCOSX def2/J DEFGRID3
* xyz 3 1
Hf -9.10 -7.44 34.24
H -10.54 -1.05 28.10
C -10.07 -3.87 27.86
H -6.29 -2.18 29.71
H -9.85 -1.71 29.63
H -6.16 -3.65 28.61
H -9.85 -3.30 26.96
C -8.78 -4.19 28.64
C -10.71 -1.69 28.96
O -11.05 -3.01 28.55
H -8.28 -4.94 28.03
H -10.54 -4.83 27.65
H -9.03 -4.73 29.55
C -6.71 -3.13 29.40
H -6.62 -3.69 30.33
O -7.95 -3.00 28.72
H -11.58 -1.32 29.50
Br -8.17 -6.01 32.01
*
```

Summary:
Highest occupied orbital energy ... -0.724 Ha
Gap between HOMO and LUMO ... 2.14 eV
LUMO level ... -17.550 eV

# 4
ORCA calculation (ωB97M-V/def2-TZVPD) on a cluster of 2 separate species, C26H31BF6N3 in total.

Structure (ORCA input):
```
! wB97M-V def2-TZVPD RIJCOSX def2/J DEFGRID3
* xyz 1 1
B -0.14 -0.85 -2.98
C 1.14 1.70 -5.58
C 1.24 2.03 -0.08
C 0.67 1.13 -4.41
F 4.20 5.22 4.11
C -1.45 -0.15 1.94
H -2.76 -0.99 -1.12
H -0.88 -2.57 -5.16
C 0.43 1.92 -3.19
C -4.49 -4.45 2.75
F 2.58 3.76 3.71
H -1.08 0.96 -1.11
F -3.37 -4.36 1.93
H 3.25 -0.32 2.28
F 4.39 3.12 4.80
C -0.50 0.21 -0.43
H 6.13 1.58 2.70
H -0.68 0.52 2.37
H -5.57 -1.93 4.78
C 3.06 1.71 1.51
N 4.19 2.13 2.20
H -3.82 -1.99 5.13
H 4.92 0.74 3.65
C -3.63 -1.53 0.79
C -2.64 -1.00 -0.01
H 1.14 -1.12 1.29
C -4.58 -1.61 4.43
H -4.48 -2.03 0.33
H 1.06 1.55 -2.39
H -0.38 -0.46 -1.38
H 0.64 2.96 -3.46
H 0.57 -1.75 -2.50
H 1.35 2.79 -5.54
H -0.61 1.80 -2.87
H 1.09 -1.12 -7.49
H -4.53 -0.51 4.50
H -1.38 -1.17 -3.06
C 0.78 0.70 0.11
C 2.68 0.34 1.64
H 5.68 3.50 2.57
C 0.17 -2.44 -5.39
H 0.78 -2.98 -4.69
H 1.69 1.34 -7.63
C -2.48 -0.62 2.75
C 2.34 2.56 0.61
N 0.40 -0.22 -4.28
H 0.34 -2.83 -6.39
C -1.47 -0.39 0.51
C 0.99 -0.45 -6.61
F -4.01 -4.63 4.02
N -4.42 -2.05 3.05
C 3.98 3.95 3.77
C -5.28 -3.17 2.66
H 0.59 2.72 -0.67
C 0.55 -0.98 -5.43
H 5.09 0.25 2.01
H 4.18 4.14 1.66
H -5.59 -3.02 1.63
C 5.13 1.13 2.65
C 1.51 -0.13 1.00
H 2.66 3.57 0.44
C 4.56 3.50 2.46
H -6.10 -3.20 3.41
F -5.20 -5.55 2.37
C -3.55 -1.41 2.21
C 1.32 0.90 -6.72
H -2.40 -0.47 3.82
*
```

Summary:
Highest occupied orbital energy ... -0.358 Ha
Gap between HOMO and LUMO ... 5.98 eV
LUMO level ... -3.773 eV